No. 1
DFT (wB97M-V/def2-TZVPD) results for C10H22F3O5PPbSSi2 as an isolated structure.

## Properties
Net charge = +2
Multiplicity = 1
Gap between HOMO and LUMO = 0.157 Ha
DFT total energy = -70228.080 eV
LUMO level = -10.51 eV

```
45
Properties=species:S:1:pos:R:3:forces:R:3:lowdin_charge:R:1
Pb -5.8177 -1.0951 -1.8657 0.7 -0.2 -0.5 1.344
S -3.1881 -1.2435 -2.1136 -1.2 -0.5 -0.8 0.117
P -3.2024 -0.4219 -0.2715 -0.2 0.2 0.8 0.382
Si -1.3310 0.8088 0.2123 2.1 1.6 1.4 0.466
Si 1.1887 -0.4720 -0.2779 2.2 -0.8 -0.2 0.566
F 5.3891 -2.4081 -0.5510 0.8 0.2 0.1 0.203
F 3.8105 -3.8078 -0.4926 -0.9 -0.9 -0.3 0.201
F 3.7123 -2.0690 -1.7997 -0.9 -0.1 -0.7 0.162
O 0.2936 4.0154 -0.7067 -0.3 -0.1 0.1 -0.084
O -0.1136 -0.1259 0.8045 -1.1 0.2 -1.5 -0.289
O -3.1073 1.6067 2.1226 0.0 -0.7 -0.5 -0.122
O 3.5810 -1.7877 0.3941 -1.1 -0.1 0.3 0.017
O -2.1451 1.2625 4.0993 2.6 2.0 2.6 0.209
C -3.3760 -0.5675 3.3965 -0.7 0.9 -0.4 0.021
C 2.1541 -1.9221 0.5386 -1.1 0.7 0.9 -0.167
C 4.0793 -2.5264 -0.5966 1.8 0.6 0.3 -0.793
C 0.6586 -1.0785 -1.9861 -0.6 -0.4 -0.3 -0.288
C 1.4777 3.3224 -0.3080 -0.4 -0.5 -0.4 -0.245
C -1.9084 2.1088 1.4699 -0.3 -0.5 -0.4 -0.207
C 0.2079 -2.5883 -2.0337 0.2 0.8 0.3 -0.146
C 1.8582 2.1532 -1.2564 1.1 0.3 0.7 -0.214
C -2.8151 0.8605 3.2561 -1.7 -2.3 -1.1 -0.552
C 2.4204 0.9549 -0.4148 -1.0 0.1 -0.2 -0.200
H -0.0734 3.6319 -1.5115 0.4 0.2 0.0 0.066
H 1.0404 1.8482 -1.9289 0.1 0.2 0.2 0.079
H -2.1539 3.0341 0.9332 0.0 -0.1 0.3 0.108
H -3.2408 -0.8666 4.4378 0.0 0.1 -0.2 0.103
H -1.0049 1.5025 -1.0371 -0.2 -0.4 -0.4 0.019
H -2.8284 -1.2834 2.7682 -0.2 0.2 0.0 0.064
H 2.6825 1.2868 0.6013 0.1 -0.1 -0.3 0.096
H 1.9491 -1.8293 1.6192 0.2 -0.2 -0.3 0.109
H 3.3344 0.5479 -0.8696 -0.3 0.0 0.2 0.091
H -0.1124 -2.8873 -1.0236 -0.2 -0.3 -0.5 0.057
H -0.6034 -2.6959 -2.7639 0.1 -0.2 0.3 0.041
H -4.2940 0.5084 -0.2394 0.2 -0.3 0.4 -0.057
H 1.3070 2.9277 0.7092 0.0 0.2 -0.2 0.104
H -4.4558 -0.5332 3.1822 0.3 -0.4 -0.1 0.091
H 2.3128 4.0337 -0.2556 -0.3 -0.1 0.0 0.132
H -3.4657 -1.4116 0.7057 -0.2 0.3 -0.1 -0.022
H 1.5414 -0.9708 -2.6368 -0.2 0.2 0.3 0.088
H -1.0773 2.2971 2.1652 -0.4 0.1 0.0 0.114
H 1.7586 -2.9035 0.2470 0.5 0.1 0.0 0.093
H 1.0234 -3.2471 -2.3517 -0.2 0.2 0.2 0.083
H -0.1381 -0.4853 -2.4712 0.3 0.1 0.2 0.043
H 2.6719 2.5160 -1.8991 -0.4 -0.2 -0.1 0.119
```
Positions in Å, forces in eV/Å.

***

No. 2
DFT (wB97M-V/def2-TZVPD) results for a 2-piece molecular cluster, C33H36BF3O2S overall.

## Properties
Energy above the lowest of the compared OMol25 structures with the same formula, charge and spin = 0.0 kcal per mole
Structure (SMILES) = Cc1ccc(C(B2OC(C)(C)C(C)(C)O2)c2ccc(C)cc2)cc1.Cc1ccc(-c2ccc(C(F)(F)F)cc2)s1
Multiplicity = 1
Gap between HOMO and LUMO = 0.294 Ha
DFT total energy = -58567.633 eV
LUMO level = -0.02 eV

```
76
Properties=species:S:1:pos:R:3:forces:R:3:lowdin_charge:R:1
S -0.5001 4.2603 -1.4709 0.3 -0.1 0.8 1.090
F 6.2282 1.7732 1.1952 0.0 0.5 -1.0 0.117
F 6.6124 3.4827 -0.1527 -0.2 -1.0 0.2 0.115
F 6.2171 1.4784 -0.9876 0.0 0.7 0.7 0.120
O -1.7242 -1.9910 1.0984 -0.2 0.5 -0.4 0.161
O -1.9881 -0.3325 -0.5497 -0.3 -0.9 0.7 0.128
C -0.1816 -3.0280 -1.4839 0.3 0.1 -0.6 -0.053
C 1.5748 -0.5559 1.8306 0.1 -0.4 -0.2 -0.030
C -3.9894 -2.1759 1.9302 -0.3 -0.2 0.0 -0.008
C 2.8208 -2.3427 2.9085 -0.1 0.4 -0.5 -0.287
C 3.7354 2.8923 1.1682 -0.3 -0.5 -0.2 -0.003
C 2.3659 2.8888 -1.2693 -0.3 0.2 0.3 -0.036
C -0.4397 -3.7909 -2.6175 -0.1 0.5 0.1 -0.027
C -1.6386 4.5680 0.8135 0.1 0.0 -0.9 -0.130
C -2.8992 5.6779 -1.1175 -0.4 0.1 -0.4 -0.112
C 0.3663 -0.8838 -0.3355 -0.4 -2.2 0.0 -0.072
C -2.9383 -1.2310 1.4045 -0.2 0.6 -0.4 -0.432
C 0.5529 -2.0809 -4.0002 -0.2 0.0 0.2 -0.034
C 5.8663 2.3417 0.0075 0.3 0.1 0.0 -0.527
C -0.7561 -3.9677 -5.0824 0.0 -0.3 -0.5 -0.065
C 1.6535 3.0939 -0.0694 1.4 -0.3 0.0 -0.238
C 0.3580 -1.7243 -1.6108 0.5 -0.5 -0.1 -0.192
C 2.3288 -1.0219 2.9043 -0.1 -0.6 -0.1 -0.038
C -1.7798 4.9161 -0.5213 0.4 -0.7 1.3 -0.597
C -0.4729 3.8006 1.0752 0.5 -0.1 -1.0 -0.110
C 3.3959 -2.9603 4.1438 0.3 -0.1 0.4 -0.069
C -4.0608 0.7438 0.0233 -0.2 0.2 0.4 -0.008
C 3.7343 2.6881 -1.2508 0.0 -0.2 0.2 -0.003
C -2.5439 -0.1568 2.4348 0.2 0.0 0.0 0.003
C 0.2973 3.5689 -0.0653 -2.0 0.6 0.9 -0.466
C -4.0258 -1.4847 -0.9652 -0.1 -0.3 0.1 -0.011
C 1.9829 -2.6271 0.6512 -0.1 0.3 0.2 -0.016
C 2.7299 -3.0976 1.7304 -0.3 0.4 0.2 -0.038
C 0.8267 -1.3050 -2.8673 -0.3 -0.2 0.4 -0.004
C 2.3613 3.0184 1.1579 -0.2 0.4 -0.4 -0.021
C -0.1999 -3.2582 -3.8887 0.4 0.1 0.3 -0.286
C 4.4006 2.6499 -0.0281 0.3 0.1 -0.1 -0.130
C 1.3077 -1.3880 0.7308 1.2 0.1 -0.1 -0.170
C -3.2902 -0.5588 -0.0013 -0.2 -0.5 0.0 -0.475
B -1.1635 -1.2700 0.0785 1.1 3.1 -0.4 -0.622
H 3.3458 -2.2611 4.9835 0.1 -0.1 -0.1 0.071
H -4.2067 1.0843 -1.0076 0.1 0.0 0.2 0.094
H 0.9050 -1.7675 -4.9865 -0.2 0.0 0.3 0.113
H 1.9202 -3.2433 -0.2491 0.0 0.3 0.3 0.109
H 4.2728 2.9712 2.1068 0.0 -0.3 -0.1 0.127
H 1.1937 0.4696 1.8243 0.0 -0.3 0.1 0.104
H -3.7199 -2.5672 2.9186 0.0 0.1 -0.2 0.094
H 1.8533 3.1327 2.1169 0.1 0.2 -0.4 0.109
H -5.0474 -1.6671 -0.6130 0.1 -0.1 -0.1 0.091
H -3.4051 0.4748 2.7035 0.3 -0.2 -0.1 0.094
H -0.0664 -4.7196 -5.4823 0.0 0.1 0.0 0.082
H -5.0551 0.5724 0.4632 0.2 0.1 -0.1 0.098
H 4.4389 -3.2811 4.0248 -0.2 0.1 0.0 0.080
H -4.9558 -1.6607 2.0262 0.2 -0.1 0.0 0.097
H -3.5103 -2.4422 -1.1179 -0.1 0.2 0.2 0.099
H -2.5347 6.4798 -1.7674 -0.1 -0.1 0.1 0.078
H -3.5543 1.5405 0.5718 0.0 -0.1 0.0 0.080
H -4.1162 -3.0259 1.2462 0.0 0.2 0.2 0.093
H 4.2755 2.5786 -2.1891 -0.1 -0.2 0.3 0.128
H -2.3501 4.8651 1.5750 0.0 0.0 -0.1 0.109
H -1.6787 -4.4920 -4.8083 0.2 0.1 -0.1 0.077
H 1.8454 2.9008 -2.2286 0.1 0.1 0.3 0.102
H -0.1624 3.4600 2.0654 -0.2 0.2 -0.4 0.106
H 2.5124 -0.3764 3.7651 -0.1 -0.2 -0.2 0.107
H -2.1501 -0.6301 3.3452 -0.2 0.0 -0.2 0.098
H -3.5336 5.0162 -1.7201 0.0 0.2 0.0 0.081
H 0.4842 0.1836 -0.5544 -0.2 -0.2 0.2 0.143
H -3.5219 6.1101 -0.3291 0.1 0.0 -0.1 0.083
H 2.8269 -3.8561 4.4265 0.1 0.2 -0.1 0.082
H -4.0799 -0.9822 -1.9355 0.0 -0.1 0.1 0.096
H -0.9881 -3.2751 -5.8980 0.0 -0.1 0.2 0.078
H 1.3859 -0.3637 -2.9306 -0.3 -0.3 -0.1 0.115
H 3.2250 -4.0748 1.6754 -0.3 0.4 0.0 0.117
H -0.3559 -3.4660 -0.4941 -0.1 0.3 -0.3 0.131
H -1.7308 0.4842 2.0454 -0.4 -0.2 0.0 0.095
H -0.8863 -4.7818 -2.5233 0.0 0.3 0.0 0.118
```
Positions in Å, forces in eV/Å.

***

Look up the DFT total energy of the first one.
-70228.080 eV

***

What did the first record say?
DFT (wB97M-V/def2-TZVPD) results for C10H22F3O5PPbSSi2 as an isolated structure.

## Properties
Net charge = +2
Multiplicity = 1
Gap between HOMO and LUMO = 0.157 Ha
DFT total energy = -70228.080 eV
LUMO level = -10.51 eV

```
45
Properties=species:S:1:pos:R:3:forces:R:3:lowdin_charge:R:1
Pb -5.8177 -1.0951 -1.8657 0.7 -0.2 -0.5 1.344
S -3.1881 -1.2435 -2.1136 -1.2 -0.5 -0.8 0.117
P -3.2024 -0.4219 -0.2715 -0.2 0.2 0.8 0.382
Si -1.3310 0.8088 0.2123 2.1 1.6 1.4 0.466
Si 1.1887 -0.4720 -0.2779 2.2 -0.8 -0.2 0.566
F 5.3891 -2.4081 -0.5510 0.8 0.2 0.1 0.203
F 3.8105 -3.8078 -0.4926 -0.9 -0.9 -0.3 0.201
F 3.7123 -2.0690 -1.7997 -0.9 -0.1 -0.7 0.162
O 0.2936 4.0154 -0.7067 -0.3 -0.1 0.1 -0.084
O -0.1136 -0.1259 0.8045 -1.1 0.2 -1.5 -0.289
O -3.1073 1.6067 2.1226 0.0 -0.7 -0.5 -0.122
O 3.5810 -1.7877 0.3941 -1.1 -0.1 0.3 0.017
O -2.1451 1.2625 4.0993 2.6 2.0 2.6 0.209
C -3.3760 -0.5675 3.3965 -0.7 0.9 -0.4 0.021
C 2.1541 -1.9221 0.5386 -1.1 0.7 0.9 -0.167
C 4.0793 -2.5264 -0.5966 1.8 0.6 0.3 -0.793
C 0.6586 -1.0785 -1.9861 -0.6 -0.4 -0.3 -0.288
C 1.4777 3.3224 -0.3080 -0.4 -0.5 -0.4 -0.245
C -1.9084 2.1088 1.4699 -0.3 -0.5 -0.4 -0.207
C 0.2079 -2.5883 -2.0337 0.2 0.8 0.3 -0.146
C 1.8582 2.1532 -1.2564 1.1 0.3 0.7 -0.214
C -2.8151 0.8605 3.2561 -1.7 -2.3 -1.1 -0.552
C 2.4204 0.9549 -0.4148 -1.0 0.1 -0.2 -0.200
H -0.0734 3.6319 -1.5115 0.4 0.2 0.0 0.066
H 1.0404 1.8482 -1.9289 0.1 0.2 0.2 0.079
H -2.1539 3.0341 0.9332 0.0 -0.1 0.3 0.108
H -3.2408 -0.8666 4.4378 0.0 0.1 -0.2 0.103
H -1.0049 1.5025 -1.0371 -0.2 -0.4 -0.4 0.019
H -2.8284 -1.2834 2.7682 -0.2 0.2 0.0 0.064
H 2.6825 1.2868 0.6013 0.1 -0.1 -0.3 0.096
H 1.9491 -1.8293 1.6192 0.2 -0.2 -0.3 0.109
H 3.3344 0.5479 -0.8696 -0.3 0.0 0.2 0.091
H -0.1124 -2.8873 -1.0236 -0.2 -0.3 -0.5 0.057
H -0.6034 -2.6959 -2.7639 0.1 -0.2 0.3 0.041
H -4.2940 0.5084 -0.2394 0.2 -0.3 0.4 -0.057
H 1.3070 2.9277 0.7092 0.0 0.2 -0.2 0.104
H -4.4558 -0.5332 3.1822 0.3 -0.4 -0.1 0.091
H 2.3128 4.0337 -0.2556 -0.3 -0.1 0.0 0.132
H -3.4657 -1.4116 0.7057 -0.2 0.3 -0.1 -0.022
H 1.5414 -0.9708 -2.6368 -0.2 0.2 0.3 0.088
H -1.0773 2.2971 2.1652 -0.4 0.1 0.0 0.114
H 1.7586 -2.9035 0.2470 0.5 0.1 0.0 0.093
H 1.0234 -3.2471 -2.3517 -0.2 0.2 0.2 0.083
H -0.1381 -0.4853 -2.4712 0.3 0.1 0.2 0.043
H 2.6719 2.5160 -1.8991 -0.4 -0.2 -0.1 0.119
```
Positions in Å, forces in eV/Å.

***

The highest LUMO level belongs to which entry?
C33H36BF3O2S